DFT (ωB97M-V/def2-TZVPD) results for a structure of composition C9H8EuN2O5S in a non-equilibrium geometry.

Cartesian coordinates (Å):
O  -0.075  -1.046  -7.289
C  -0.068  -0.927  -6.152
Eu  -0.048  -0.599  -1.161
O  1.568  -3.071  -3.510
C  1.032  -2.337  -2.801
C  -1.394  0.711  -2.880
O  -2.006  1.404  -3.555
C  -1.500  -2.063  -2.777
O  -2.187  -2.643  -3.489
C  1.594  0.330  -2.864
O  2.361  0.854  -3.549
S  -0.145  -2.299  1.018
C  -0.047  -0.808  1.940
N  -1.157  -0.109  2.306
C  -1.180  1.170  3.062
C  0.128  1.908  2.955
C  1.343  0.991  3.026
N  1.151  -0.249  2.275
H  -2.060  -0.573  2.150
H  -1.433  0.995  4.113
H  -1.990  1.763  2.635
H  0.186  2.665  3.745
H  0.152  2.444  2.003
H  1.570  0.791  4.082
H  2.218  1.504  2.614
H  1.987  -0.807  2.106

Properties
Energy above the lowest of the compared OMol25 structures with the same formula, charge and spin = 9.2 kcal/mol
Orbital gap (alpha / beta) = 7.271 / 7.510 eV
E = -1941.39630 Ha
<S²> = 15.7601
Net charge = +2
Highest occupied orbital energy (alpha / beta) = -15.98 / -16.11 eV
Spin multiplicity = 8

Which charges does Löwdin predict for the atoms? In e, they are: atom 1 (O): 0.066, atom 2 (C): 0.016, atom 3 (Eu): 1.179, atom 4 (O): 0.172, atom 5 (C): -0.091, atom 6 (C): -0.071, atom 7 (O): 0.174, atom 8 (C): -0.092, atom 9 (O): 0.176, atom 10 (C): -0.068, atom 11 (O): 0.169, atom 12 (S): 0.518, atom 13 (C): -0.828, atom 14 (N): 0.021, atom 15 (C): -0.141, atom 16 (C): -0.157, atom 17 (C): -0.147, atom 18 (N): 0.014, atom 19 (H): 0.147, atom 20 (H): 0.140, atom 21 (H): 0.131, atom 22 (H): 0.139, atom 23 (H): 0.115, atom 24 (H): 0.141, atom 25 (H): 0.134, atom 26 (H): 0.143

---

DFT (ωB97M-V/def2-TZVPD) results for an isolated molecule of C4H9NO in a non-equilibrium geometry.

Cartesian coordinates (Å):
C  -0.149  0.571  2.311
C  -0.641  -0.110  1.052
C  0.409  -0.123  -0.034
O  1.562  0.259  0.095
N  -0.127  -0.475  -1.224
C  0.509  -0.196  -2.487
H  0.162  1.597  2.094
H  -0.942  0.590  3.061
H  0.719  0.041  2.709
H  -0.982  -1.136  1.240
H  -1.496  0.425  0.617
H  -0.957  -1.046  -1.274
H  -0.267  0.193  -3.170
H  1.261  0.593  -2.378
H  0.939  -1.184  -2.611

Properties
Energy above the lowest of the compared OMol25 structures with the same formula, charge and spin = 18.6 kcal/mol
SMILES = CCC(=O)NC
Orbital gap = 10.280 eV
E = -287.80281 Ha
Highest occupied orbital energy = -9.44 eV

Which charges does Löwdin predict for the atoms? In e, they are: atom 1 (C): -0.106, atom 2 (C): -0.188, atom 3 (C): -0.523, atom 4 (O): 0.058, atom 5 (N): -0.037, atom 6 (C): -0.069, atom 7 (H): 0.081, atom 8 (H): 0.071, atom 9 (H): 0.078, atom 10 (H): 0.118, atom 11 (H): 0.115, atom 12 (H): 0.136, atom 13 (H): 0.090, atom 14 (H): 0.088, atom 15 (H): 0.088

---

DFT (ωB97M-V/def2-TZVPD) results for an isolated molecule of C17H13BrN4O2 in a non-equilibrium geometry.

Cartesian coordinates (Å):
O  0.116  -3.917  -1.420
Br  1.759  4.537  4.254
N  0.750  -2.908  1.144
N  -0.397  2.416  -2.413
N  0.732  3.045  -0.414
O  -1.301  -2.184  -1.871
C  -0.404  -2.826  -1.143
C  1.023  -2.004  2.099
C  -0.131  -2.260  0.232
C  -0.467  -1.003  0.747
C  0.348  3.264  -1.694
C  -0.977  1.384  -1.795
C  0.232  1.905  0.116
C  1.700  1.843  4.164
C  0.762  2.880  2.248
C  1.454  0.585  3.547
C  1.327  2.991  3.505
C  0.676  1.663  1.547
C  0.900  0.464  2.143
C  -0.752  1.101  -0.460
N  0.526  -0.792  1.719
C  -1.426  0.025  0.270
C  -0.521  -2.298  -4.211
C  -1.568  -2.728  -3.147
H  1.731  -2.323  2.954
H  0.575  4.132  -2.184
H  -1.702  0.686  -2.255
H  1.996  1.916  5.170
H  0.345  3.806  1.748
H  1.576  -0.225  4.242
H  -2.001  0.366  1.130
H  -2.083  -0.559  -0.320
H  0.499  -2.754  -4.053
H  -0.897  -2.642  -5.162
H  -0.342  -1.237  -4.020
H  -1.422  -3.781  -3.007
H  -2.634  -2.569  -3.410

Properties
Energy above the lowest of the compared OMol25 structures with the same formula, charge and spin = 45.6 kcal/mol
SMILES = CCOC(=O)c1ncn2c1Cc1cncnc1-c1cc(Br)ccc1-2
Orbital gap = 8.448 eV
E = -3599.07717 Ha
Highest occupied orbital energy = -8.71 eV

Which charges does Löwdin predict for the atoms? In e, they are: atom 1 (O): 0.086, atom 2 (Br): 0.882, atom 3 (N): 0.126, atom 4 (N): 0.086, atom 5 (N): 0.142, atom 6 (O): -0.015, atom 7 (C): -0.409, atom 8 (C): -0.114, atom 9 (C): -0.098, atom 10 (C): -0.096, atom 11 (C): -0.153, atom 12 (C): -0.067, atom 13 (C): -0.149, atom 14 (C): -0.132, atom 15 (C): -0.065, atom 16 (C): 0.052, atom 17 (C): -0.819, atom 18 (C): -0.093, atom 19 (C): -0.110, atom 20 (C): -0.142, atom 21 (N): 0.012, atom 22 (C): -0.063, atom 23 (C): -0.046, atom 24 (C): -0.214, atom 25 (H): 0.161, atom 26 (H): 0.082, atom 27 (H): 0.128, atom 28 (H): 0.082, atom 29 (H): 0.132, atom 30 (H): 0.090, atom 31 (H): 0.147, atom 32 (H): 0.107, atom 33 (H): 0.096, atom 34 (H): 0.071, atom 35 (H): 0.068, atom 36 (H): 0.099, atom 37 (H): 0.136